Record 1
This record from OMol25 describes an isolated molecule of C4H8O2 at a distorted geometry. The level of theory is ωB97M-V/def2-TZVPD.

Results
Kohn-Sham gap = 0.387 Eh
structure (SMILES) = C[C@H](C=O)CO

CARTESIAN COORDINATES (ANGSTROEM)
C 0.1573 0.0668 -0.2032
H 1.1660 -0.1170 0.2184
C 0.2979 -0.2991 -1.6639
H 0.2872 -1.3910 -1.8773
H -0.7273 -1.9213 0.1282
H -0.2032 1.7946 1.0618
H -1.2775 -0.7004 1.3033
H 0.7804 -0.8504 2.2529
O 0.4845 0.4965 -2.5538
C -0.4258 -1.0324 0.6961
H 0.3838 2.1721 -0.5710
O 0.6568 -1.4793 1.5287
C -0.2779 1.5196 0.0049
H -1.3020 1.7411 -0.3252

Mulliken atomic charge list, values in e, 6 entries:
1 C 0.6764
2 H 0.1619
3 C -0.0726
4 H 0.2926
5 H 0.2975
6 H 0.3719

***

Record 2
This record from OMol25 describes a structure of composition C4H8O2 at a distorted geometry. The level of theory is ωB97M-V/def2-TZVPD.

Results
Kohn-Sham gap (spin up / spin down) = 0.292 / 0.292 Eh

CARTESIAN COORDINATES (ANGSTROEM)
H 0.6401 -1.7831 0.5005
H 0.4475 1.7080 0.2246
H -1.3722 1.5168 -1.1982
H 1.1259 0.4041 2.1601
O 0.9834 -1.4260 1.3585
C 0.6428 0.6377 0.0988
O 0.0169 -1.5824 -1.1257
C -1.3552 0.4866 -0.8728
C -0.3333 -0.3995 -1.1897
C 0.5095 -0.1186 1.4125
H -0.5423 -0.0602 1.7486
H 1.6449 0.4965 -0.3173
H -0.1075 0.0642 -2.2012
H -2.3006 0.0556 -0.5987

Mulliken atomic charge list, values in e, 6 entries:
1 H 0.4322
2 H 0.4284
3 H 0.3247
4 H 0.3003
5 O -0.5533
6 C -0.7423

***

Record 3
This record from OMol25 describes an isolated molecule of C4H8O2. The level of theory is ωB97M-V/def2-TZVPD.

Results
Kohn-Sham gap = 0.387 Eh
structure (SMILES) = COCCC=O

CARTESIAN COORDINATES (ANGSTROEM)
O 0.7635 -0.1281 -0.5844
H -1.7546 -1.2562 1.2842
H 1.6951 1.5438 0.2138
C 0.2163 -0.6335 0.6129
H -1.4385 -1.4779 -0.4592
C -1.9373 0.5193 0.1183
C -1.2840 -0.8139 0.4014
C 1.9192 0.6465 -0.3843
O -2.8307 0.9904 0.7820
H 0.6890 -1.5913 0.8813
H 2.7146 0.0795 0.1211
H -1.5161 1.0690 -0.7477
H 2.2747 0.9549 -1.3700
H 0.3933 0.0667 1.4458

Mulliken atomic charge list, values in e, 6 entries:
1 O -0.3164
2 H 0.3105
3 H 0.3094
4 C -0.5222
5 H 0.2937
6 C 0.0288

***

Record 4
This record from OMol25 describes an isolated molecule of C4H8O2. The level of theory is ωB97M-V/def2-TZVPD.

Results
Kohn-Sham gap = 0.407 Eh
structure (SMILES) = C[C@@H]1C[C@@H](O)O1

CARTESIAN COORDINATES (ANGSTROEM)
H -0.2630 -2.6216 0.0381
O -1.0673 -2.3202 -0.4075
H 1.0171 1.5805 1.8535
C -0.0760 -0.1099 -1.0499
H -0.4956 0.7903 -1.5089
H -0.2017 2.1096 0.6762
O -0.5172 -0.5319 0.9852
C 0.5773 0.1403 0.3161
H 1.5125 -0.4195 0.4622
C 0.7397 1.5635 0.7944
H 1.5233 2.0760 0.2252
H -2.1501 -0.6471 -0.3435
H 0.4993 -0.6716 -1.7892
C -1.0984 -0.9383 -0.2520

Mulliken atomic charge list, values in e, 6 entries:
1 H 0.3223
2 O -0.5208
3 H 0.3177
4 C -0.7051
5 H 0.2554
6 H 0.3190

***

Record 5
This record from OMol25 describes an isolated molecule of C4H8O2. The level of theory is ωB97M-V/def2-TZVPD.

Results
Kohn-Sham gap = 0.334 Eh

CARTESIAN COORDINATES (ANGSTROEM)
H 1.1102 1.8854 0.8516
C 0.3610 -0.1415 0.7816
C 1.4544 0.8630 1.0313
H 0.4629 -0.9663 -1.7172
H 1.8154 0.7562 2.0564
O -1.9533 -0.7988 0.1067
H 2.2842 0.6598 0.3463
O 0.3231 -1.2202 1.3458
C -0.3861 -0.2938 -1.6043
H -1.0947 1.1951 -0.1836
C -0.6427 0.2096 -0.2821
H -0.5660 0.3709 -2.4448
H -1.5291 -1.4857 0.6708
H -1.6392 -1.0337 -0.9585

Mulliken atomic charge list, values in e, 6 entries:
1 H 0.3359
2 C 0.6920
3 C -1.1319
4 H 0.2922
5 H 0.3510
6 O -0.6240

***

Record 6
This record from OMol25 describes a cluster of 2 separate species, C4H8O2 in total. The level of theory is ωB97M-V/def2-TZVPD.

Results
Kohn-Sham gap = 0.355 Eh
structure (SMILES) = C/C=C\O.C=O

CARTESIAN COORDINATES (ANGSTROEM)
C -0.4583 -0.2514 -1.2214
O -1.2012 0.8512 -1.5080
H -0.7217 1.6405 -1.2226
C 0.7150 -0.3027 -0.5868
H 1.8038 0.6983 0.9795
H 2.4119 1.0308 -0.6424
H -2.1171 -0.5355 0.9897
H -0.9617 -1.1496 -1.5673
H -0.5749 -0.2350 2.0034
C -1.2880 -0.9721 1.5809
H 1.1385 -1.2920 -0.4371
H 0.9318 1.8076 -0.0735
O -1.1760 -2.1573 1.7651
C 1.4978 0.8673 -0.0596

Mulliken atomic charge list, values in e, 6 entries:
1 C -0.3044
2 O -0.4883
3 H 0.2758
4 C -0.0856
5 H 0.2784
6 H 0.2995

***

Record 7
This record from OMol25 describes an isolated molecule of C4H8O2. The level of theory is ωB97M-V/def2-TZVPD.

Results
Kohn-Sham gap = 0.397 Eh
structure (SMILES) = CC(=O)CCO

CARTESIAN COORDINATES (ANGSTROEM)
C 0.5583 -0.2079 -0.5378
H -0.5827 -1.9948 0.7268
H 1.2821 0.5954 -0.7196
H 0.3491 -0.6868 -1.5041
C -0.7548 0.3497 -0.0124
H -2.0133 2.0676 0.2184
C 1.1522 -1.2711 0.3957
H -0.2636 2.3857 0.4035
H 2.0843 -1.6412 -0.0441
C -1.0185 1.8267 -0.1617
O 0.2975 -2.3710 0.5554
H -0.9316 2.1338 -1.2098
O -1.5724 -0.3776 0.5265
H 1.4133 -0.8084 1.3633

Mulliken atomic charge list, values in e, 6 entries:
1 C -0.5827
2 H 0.3924
3 H 0.3258
4 H 0.2751
5 C 0.8785
6 H 0.3382

***

Record 8
This record from OMol25 describes an isolated molecule of C4H8O2. The level of theory is ωB97M-V/def2-TZVPD.

Results
Kohn-Sham gap = 0.394 Eh
structure (SMILES) = C[C@H]1OC[C@H]1O

CARTESIAN COORDINATES (ANGSTROEM)
H -1.0538 -1.2718 -1.2630
O 0.0282 -0.9839 1.2074
H -2.0713 -1.1343 1.0173
C -0.7443 -0.4044 -0.6753
H 1.2515 -1.4330 -0.4412
H -1.4390 0.5298 1.1956
O -1.0217 0.7203 -1.4562
C 1.4880 0.6483 0.1088
C 0.6522 -0.6063 -0.0392
H 0.9063 1.4539 0.5730
H 1.8498 0.9959 -0.8644
H -0.9559 1.5039 -0.8955
C -1.2365 -0.4696 0.7753
H 2.3467 0.4510 0.7573

Mulliken atomic charge list, values in e, 6 entries:
1 H 0.3500
2 O -0.4334
3 H 0.2641
4 C -0.2165
5 H 0.3241
6 H 0.2240

***

Record 9
This record from OMol25 describes an isolated molecule of C4H8O2. The level of theory is ωB97M-V/def2-TZVPD.

Results
Kohn-Sham gap = 0.380 Eh
structure (SMILES) = CO[C@H]1C[C@H]1O

CARTESIAN COORDINATES (ANGSTROEM)
H -1.1639 2.3908 -1.2212
C 0.3590 -0.0283 0.3620
H 1.4569 -1.9338 -0.0646
H 0.5348 -1.2488 2.2291
H -0.0120 2.5804 0.1234
H -1.1375 -1.2063 1.4760
C 0.4727 -1.4735 -0.0123
C -0.2929 1.9504 -0.7320
C -0.0672 -1.0829 1.3407
O -0.6677 0.6594 -0.3045
H 1.2541 0.5603 0.5513
H 0.5400 1.9229 -1.4489
H -0.8700 -1.1527 -1.3164
O -0.4061 -1.9380 -0.9826

Mulliken atomic charge list, values in e, 6 entries:
1 H 0.2525
2 C -0.0134
3 H 0.3335
4 H 0.2565
5 H 0.3080
6 H 0.2295

***

Record 10
This record from OMol25 describes an isolated molecule of C4H8O2. The level of theory is ωB97M-V/def2-TZVPD.

Results
Kohn-Sham gap = 0.361 Eh
structure (SMILES) = CO/C=C/CO

CARTESIAN COORDINATES (ANGSTROEM)
O 1.6756 0.4484 1.0071
C 1.0732 0.0481 2.2272
C 0.8678 0.5247 -0.0819
C -1.1019 0.0355 -1.5082
H -0.7697 0.9363 -2.0492
H 1.8725 -0.3320 2.8653
H 0.3249 -0.7401 2.0998
C -0.2094 -0.2136 -0.3405
H 1.2204 1.2860 -0.7767
H -1.8228 -0.9994 -2.9795
H -2.1179 0.2403 -1.1290
H -0.4987 -1.0376 0.3042
O -1.1078 -1.1113 -2.3422
H 0.5939 0.9148 2.7037

Mulliken atomic charge list, values in e, 6 entries:
1 O -0.3586
2 C -0.6187
3 C 0.0946
4 C -0.4330
5 H 0.2747
6 H 0.2181

***

Record 11
This record from OMol25 describes a structure of composition C4H8O2. The level of theory is ωB97M-V/def2-TZVPD.

Results
Kohn-Sham gap = 0.398 Eh

CARTESIAN COORDINATES (ANGSTROEM)
O -1.9809 -0.1950 -1.0392
C 1.6618 0.7692 0.3676
H 2.1758 1.7042 0.1287
H 1.1360 -0.5642 -1.4702
H -2.1776 -0.5442 1.0124
C 0.8003 0.1237 -0.6978
H 0.2300 0.9447 -1.1392
H 0.3998 -1.1464 1.0713
C -1.4779 -0.6993 0.1804
C -0.0277 -0.3130 0.4950
O 0.4649 0.8898 1.1887
H 2.3727 0.0666 0.8328
H -1.4219 -1.7835 0.0126
H -2.1554 0.7474 -0.9432

Mulliken atomic charge list, values in e, 6 entries:
1 O -0.5357
2 C -0.3817
3 H 0.2992
4 H 0.3731
5 H 0.3509
6 C -0.4292

***

Record 12
This record from OMol25 describes a cluster of 2 separate species, C4H8O2 in total at a distorted geometry. The level of theory is ωB97M-V/def2-TZVPD.

Results
Kohn-Sham gap = 0.371 Eh
structure (SMILES) = C=CC.O=CO

CARTESIAN COORDINATES (ANGSTROEM)
C -1.2622 -1.1622 -1.0565
O 1.3373 2.4428 0.8376
H -2.8916 0.1089 -0.4753
C 1.4944 1.5621 1.6332
H 0.6582 -2.0447 -0.9759
H 1.3133 0.8904 3.4237
C 0.1862 -1.1900 -1.4653
H 0.2809 -1.4040 -2.5311
C -1.8357 -0.0314 -0.6787
O 1.0523 1.6645 2.8907
H 0.6539 -0.2122 -1.3460
H -1.7711 -2.1047 -0.9959
H -1.2171 0.8555 -0.6026
H 2.0012 0.6249 1.3423

Mulliken atomic charge list, values in e, 6 entries:
1 C 0.1403
2 O -0.4584
3 H 0.2618
4 C 0.2851
5 H 0.2559
6 H 0.3422

***

Record 13
This record from OMol25 describes an isolated molecule of C4H8O2. The level of theory is ωB97M-V/def2-TZVPD.

Results
Kohn-Sham gap = 0.392 Eh
structure (SMILES) = COCCC=O

CARTESIAN COORDINATES (ANGSTROEM)
O 0.9386 -0.4583 -0.5341
H 0.8263 1.5615 -0.0012
C -1.2599 -0.8495 0.4104
H 0.5357 -0.3305 1.5046
H 1.8305 1.1310 -1.4059
C 0.2585 -0.9145 0.6153
O -2.1130 1.2629 1.1602
H -1.7646 -1.2771 1.2829
C 1.5274 0.8152 -0.4048
H -1.6310 0.9991 -0.7783
C -1.7140 0.5789 0.2461
H 0.5494 -1.9556 0.7959
H 2.4183 0.7882 0.2393
H -1.5148 -1.4270 -0.4851

Mulliken atomic charge list, values in e, 6 entries:
1 O -0.3688
2 H 0.3094
3 C -0.3839
4 H 0.3589
5 H 0.2360
6 C -0.5641

***

Record 14
This record from OMol25 describes a cluster of 2 separate species, C4H8O2 in total. The level of theory is ωB97M-V/def2-TZVPD.

Results
Kohn-Sham gap = 0.390 Eh
structure (SMILES) = COC=O.C=C

CARTESIAN COORDINATES (ANGSTROEM)
H -1.1778 2.3627 -0.4968
H 0.0812 -2.2777 1.8300
H 0.7582 -2.7593 0.2464
O -0.2937 -0.9468 0.2771
H -0.6927 0.7122 -2.2609
H 1.1847 -0.1606 1.4697
H -1.0106 -2.8107 0.5371
C 0.0982 1.2944 -1.7954
C -0.1660 2.1905 -0.8532
C -0.0847 -2.2754 0.7473
O -0.5573 0.8737 1.5550
C 0.1331 -0.0166 1.1567
H 1.1150 1.0783 -2.1149
H 0.6185 2.7423 -0.3402

Mulliken atomic charge list, values in e, 6 entries:
1 H 0.2375
2 H 0.3838
3 H 0.2686
4 O -0.2519
5 H 0.2179
6 H 0.4376

***

Record 15
This record from OMol25 describes an isolated molecule of C4H8O2. The level of theory is ωB97M-V/def2-TZVPD.

Results
Kohn-Sham gap = 0.380 Eh
structure (SMILES) = COCC(C)=O

CARTESIAN COORDINATES (ANGSTROEM)
H -0.5890 -1.1116 -1.4647
H 1.6897 -0.4570 -0.2882
H 0.5787 -2.3848 -1.0198
C 0.9748 -0.2489 0.5233
O 1.4022 2.0630 0.5086
H 1.5277 -0.3067 1.4656
H -1.1266 -2.5263 -0.5240
C 0.5463 1.2142 0.3779
O -0.0621 -1.1935 0.5579
H -1.5429 0.7204 -0.0484
C -0.3036 -1.8252 -0.6774
H -1.2689 2.1792 0.9321
H -0.9176 2.2284 -0.7901
C -0.8942 1.5841 0.0933

Mulliken atomic charge list, values in e, 6 entries:
1 H 0.3202
2 H 0.2754
3 H 0.3205
4 C -0.3012
5 O -0.5727
6 H 0.3414

***

Record 16
This record from OMol25 describes a cluster of 2 separate species, C4H8O2 in total at a distorted geometry. The level of theory is ωB97M-V/def2-TZVPD.

Results
Kohn-Sham gap = 0.343 Eh
structure (SMILES) = C=CC(=C)O.O

CARTESIAN COORDINATES (ANGSTROEM)
H -1.9283 0.1037 0.6154
C 0.0297 -0.3933 1.1028
H 0.4013 1.9920 -0.4766
C -0.6822 1.6048 -0.3158
H 1.0686 0.0140 -3.0350
H -0.0195 -0.8786 -2.3691
O 1.2398 -0.0614 0.5228
H -1.2130 -1.8086 2.2523
C -0.2077 -1.4306 1.9326
H -1.2143 2.2801 -0.8743
O 0.1460 -0.0515 -2.7993
H 2.0299 -0.5910 0.9635
H 0.5058 -2.0285 2.4258
C -0.9260 0.5225 0.3988

Mulliken atomic charge list, values in e, 6 entries:
1 H 0.2238
2 C 0.9970
3 H 0.1201
4 C -0.6160
5 H 0.3048
6 H 0.3007

***

Record 17
This record from OMol25 describes a cluster of 2 separate species, C4H8O2 in total. The level of theory is ωB97M-V/def2-TZVPD.

Results
Kohn-Sham gap = 0.340 Eh

CARTESIAN COORDINATES (ANGSTROEM)
C -1.8825 -0.2984 1.3190
C 1.6347 0.9945 0.0065
H -1.3824 -1.2525 1.1291
H 1.1076 0.7032 0.9218
O 2.6160 -0.7951 -1.2875
H -1.6754 0.4011 0.5021
H -1.5132 0.1276 2.2556
C -0.5604 0.2728 -1.5493
H -1.3912 -0.3465 -1.9595
H -2.9600 -0.4618 1.3951
C 1.6684 -0.1668 -0.9374
H 2.6630 1.2688 0.2421
H 1.0842 1.8294 -0.4296
O 0.4002 -0.6137 -1.4313

Mulliken atomic charge list, values in e, 6 entries:
1 C -0.9277
2 C -0.8567
3 H 0.2422
4 H 0.2385
5 O -0.4576
6 H 0.1488

***

Record 18
This record from OMol25 describes an isolated molecule of C4H8O2. The level of theory is ωB97M-V/def2-TZVPD.

Results
Kohn-Sham gap = 0.301 Eh

CARTESIAN COORDINATES (ANGSTROEM)
C -0.6513 1.5097 0.0262
H -1.5152 -0.7549 -0.9070
C 0.1533 -1.2397 0.6000
C -0.4320 -0.8486 -0.8204
H 0.0360 -1.2473 -1.7259
H -0.5554 1.3489 1.0983
H 1.5224 0.5555 1.0265
H -1.6809 1.3104 -0.2633
H 0.5926 -2.2687 0.5951
O -0.6195 -0.8781 1.5769
C 1.2316 -0.1335 0.2330
O 0.1931 0.5327 -0.6708
H -0.3288 2.4905 -0.3228
H 2.0540 -0.3770 -0.4458

Mulliken atomic charge list, values in e, 6 entries:
1 C -0.6096
2 H 0.2926
3 C 0.1880
4 C -0.5045
5 H 0.2629
6 H 0.3620

***

Record 19
This record from OMol25 describes an isolated molecule of C4H8O2. The level of theory is ωB97M-V/def2-TZVPD.

Results
Kohn-Sham gap = 0.407 Eh
structure (SMILES) = CC(=O)[C@@H](C)O

CARTESIAN COORDINATES (ANGSTROEM)
H -1.9407 -0.5008 -0.4187
H 0.9215 -1.2716 0.3790
O 0.3618 -1.3697 -1.5912
C -1.2167 -1.0479 0.1946
H -0.2233 2.0979 1.0371
H 0.8152 0.8511 1.7685
H -1.4358 -2.1151 0.1006
C 0.2067 -0.8074 -0.3196
O 0.6518 1.2068 -1.4775
C 0.5228 0.6851 -0.3860
H 0.4896 -0.6130 -2.1906
H 1.5195 2.1602 0.7737
H -1.3418 -0.7569 1.2433
C 0.6696 1.4813 0.8869

Mulliken atomic charge list, values in e, 6 entries:
1 H 0.2983
2 H 0.2479
3 O -0.5829
4 C -1.1992
5 H 0.2823
6 H 0.3246

***

Record 20
This record from OMol25 describes an isolated molecule of C4H8O2. The level of theory is ωB97M-V/def2-TZVPD.

Results
Kohn-Sham gap = 0.435 Eh
structure (SMILES) = CCCOC=O

CARTESIAN COORDINATES (ANGSTROEM)
C -0.6897 0.4613 0.4113
H -0.4682 -0.0156 1.3710
H -2.2726 0.5113 -1.0821
O 2.2597 -1.3116 1.1629
C -2.0477 0.0270 -0.1247
H 0.4410 -1.0002 -0.7189
H -2.8484 0.2776 0.5744
C 2.5213 -0.4173 0.4043
O 1.6922 0.5089 -0.1193
H 3.4751 -0.1844 -0.0727
H -2.0723 -1.0551 -0.2926
H 0.2639 0.5706 -1.5270
H -0.6579 1.5452 0.5694
C 0.4035 0.0824 -0.5559

Mulliken atomic charge list, values in e, 6 entries:
1 C -0.1869
2 H 0.2455
3 H 0.3137
4 O -0.4684
5 C -1.1656
6 H 0.3598